Density functional theory data (ωB97M-V/def2-TZVPD) for a molecular structure, C21H41HfN13O3PTe.

```
81
Properties=species:S:1:pos:R:3:lowdin_charge:R:1
Hf 0.393 0.554 1.272 1.681
N -1.446 0.723 2.108 -0.182
C -1.883 0.246 3.435 -0.234
C -0.966 -0.913 3.727 -0.181
N 0.446 -0.485 3.411 -0.144
C 0.993 0.412 4.485 -0.160
C 0.881 1.869 4.148 -0.197
N 1.371 2.101 2.764 -0.045
H -2.147 1.333 1.699 0.052
H -2.966 -1.872 0.223 -0.182
H -2.911 -0.089 3.320 0.125
H -1.807 1.024 4.237 0.123
H -1.144 -1.791 3.129 0.098
H -0.992 -1.247 4.769 0.134
H 1.030 -1.311 3.402 0.108
H 2.045 0.130 4.630 0.136
H 0.513 0.213 5.438 0.136
H 1.398 2.459 4.871 0.130
H -0.137 2.220 4.165 0.104
H 2.377 1.927 2.723 0.100
H 1.295 3.095 2.534 0.118
N 3.739 -0.778 1.779 0.141
C 3.865 0.281 0.868 -0.404
N 5.066 0.640 0.489 0.199
C 5.151 1.809 -0.194 -0.369
N 6.338 2.218 -0.607 0.230
N 4.042 2.552 -0.484 0.195
C 2.889 2.092 -0.126 -0.289
N 2.668 0.922 0.541 0.030
C 1.735 3.006 -0.365 -0.181
C 1.901 4.201 -1.059 0.033
C 0.813 5.036 -1.192 0.015
C -0.415 4.687 -0.599 0.004
C -0.454 3.533 0.136 -0.122
N 0.570 2.675 0.235 -0.028
H 4.639 -1.215 1.996 0.122
H 3.057 -1.461 1.432 0.046
H 7.164 1.659 -0.375 0.150
H 6.435 3.075 -1.158 0.150
H 2.890 4.451 -1.446 0.132
H 0.839 5.939 -1.799 0.137
H -1.273 5.353 -0.700 0.132
H -1.341 3.285 0.710 0.112
C -2.307 -5.198 -1.065 -0.083
C -0.811 -5.406 -1.279 -0.370
C -0.270 -4.644 -2.503 -0.054
C -0.030 -5.074 0.035 -0.038
N 0.545 -3.693 0.084 -0.044
C 1.624 -3.208 -0.493 -0.112
N 1.794 -1.957 -0.188 0.071
N 0.762 -1.689 0.625 -0.180
N -0.014 -2.684 0.778 0.129
H -2.943 -5.537 -1.890 0.099
H -2.578 -4.149 -0.936 -0.028
H -2.623 -5.741 -0.170 0.091
H -0.658 -6.476 -1.435 0.144
H -0.466 -3.585 -2.374 0.060
H -0.819 -4.958 -3.394 0.100
H 0.795 -4.805 -2.615 0.073
H 0.848 -5.724 0.156 0.145
H -0.675 -5.153 0.892 0.123
H 2.286 -3.753 -1.153 0.160
C -1.145 -0.344 -5.347 -0.029
C -2.029 0.280 -4.250 -0.241
O -1.280 0.235 -3.018 -0.248
P -1.839 0.218 -1.539 0.237
O -0.686 0.215 -0.563 -0.461
Te -3.542 -1.476 -1.302 1.010
O -2.519 1.596 -1.181 -0.287
C -3.801 1.997 -1.749 -0.272
C -4.416 3.038 -0.858 -0.051
H -1.656 -0.274 -6.292 0.091
H -0.881 -1.345 -5.080 0.071
H -0.204 0.202 -5.390 0.089
H -2.965 -0.274 -4.137 0.101
H -2.250 1.306 -4.467 0.114
H -4.474 1.144 -1.790 0.050
H -3.655 2.376 -2.767 0.127
H -4.616 2.686 0.143 0.083
H -5.365 3.376 -1.297 0.108
H -3.802 3.918 -0.759 0.068
```

Properties
Total charge: +3
Total energy: -65829.1616 eV
ΔE to the lowest compared entry with this formula, charge and spin: 18.1 kcal per mole
Highest occupied orbital energy: -16.50 eV
Multiplicity: 1

Density functional theory data (ωB97M-V/def2-TZVPD) for 16 unconnected molecules or ions with the total composition C26H89O31P5.

```
151
Properties=species:S:1:pos:R:3:lowdin_charge:R:1
C -6.735 -0.102 1.307 -0.172
O -7.765 -1.061 1.252 -0.104
H -6.941 0.776 0.695 0.078
H -6.572 0.222 2.335 0.082
H -5.754 -0.484 1.024 0.037
H -8.014 -1.216 0.338 0.075
C -2.399 -2.600 4.105 -0.175
O -1.102 -2.954 3.706 -0.119
H -2.982 -3.484 4.363 0.077
H -2.448 -1.911 4.948 0.059
H -2.934 -2.051 3.330 0.071
H -0.922 -2.537 2.861 0.008
C 3.798 -4.035 1.459 -0.141
O 4.944 -3.212 1.232 -0.143
H 4.010 -4.701 2.296 0.085
H 2.950 -3.360 1.573 0.059
H 3.707 -4.612 0.539 0.063
H 5.771 -3.697 1.255 0.073
C 3.621 -0.605 -4.413 -0.142
O 2.346 -1.183 -4.251 -0.155
H 3.628 0.360 -4.920 0.084
H 4.095 -0.600 -3.431 0.069
H 4.097 -1.372 -5.024 0.078
H 2.396 -2.098 -3.965 0.004
C -0.488 0.620 4.379 -0.136
O -0.990 0.446 5.724 -0.122
H -0.873 1.550 3.961 0.062
H 0.600 0.580 4.342 0.069
H -0.890 -0.173 3.747 0.049
H -1.948 0.395 5.754 0.063
C 3.623 -4.145 -3.210 -0.134
O 2.371 -3.896 -3.753 -0.133
H 4.268 -3.296 -3.439 0.083
H 3.447 -4.359 -2.156 0.080
H 4.069 -5.010 -3.700 0.088
H 1.767 -4.608 -3.529 0.100
C 0.175 5.763 3.289 -0.183
O 0.846 5.333 2.151 -0.112
H -0.226 4.877 3.780 0.054
H 0.913 6.160 3.986 0.077
H -0.622 6.494 3.152 0.084
H 1.280 6.070 1.715 0.091
C -4.699 2.985 -1.903 -0.177
O -5.541 2.928 -3.029 -0.113
H -5.085 2.369 -1.090 0.062
H -3.749 2.482 -2.086 0.062
H -4.592 4.005 -1.534 0.083
H -5.266 3.585 -3.673 0.078
C 1.774 3.155 4.981 -0.172
O 3.079 2.746 5.180 -0.108
H 1.126 2.655 5.701 0.086
H 1.795 4.235 5.127 0.078
H 1.350 2.901 4.010 0.072
H 3.229 2.777 6.127 0.098
C 3.106 -0.484 2.871 -0.104
O 4.063 0.552 3.325 -0.128
H 3.047 -1.349 3.532 0.080
H 2.076 -0.151 2.739 0.045
H 3.494 -0.780 1.897 0.046
H 3.711 1.218 3.920 0.019
C -3.226 3.665 3.761 -0.176
O -4.082 3.630 2.667 -0.106
H -3.234 2.679 4.226 0.080
H -2.217 3.983 3.495 0.052
H -3.478 4.452 4.472 0.081
H -4.149 4.500 2.268 0.084
C -0.762 -2.310 -3.519 -0.098
O -2.146 -1.991 -3.808 -0.214
P -3.316 -2.657 -2.868 0.552
O -3.385 -4.170 -3.010 -0.252
O -4.649 -1.991 -3.482 -0.181
C -4.967 -0.725 -3.166 -0.178
O -3.170 -1.987 -1.355 -0.219
C -3.792 -2.614 -0.293 -0.146
H -0.148 -2.357 -4.419 0.088
H -0.666 -3.310 -3.098 0.074
H -0.279 -1.602 -2.846 0.063
H -5.669 -0.668 -2.334 0.089
H -5.404 -0.167 -3.994 0.099
H -4.123 -0.100 -2.872 0.079
H -3.197 -2.683 0.618 0.081
H -4.258 -3.588 -0.444 0.092
H -4.664 -2.023 -0.013 0.064
C 1.720 2.579 -2.965 -0.080
O 0.394 3.205 -2.846 -0.230
P -0.440 3.601 -4.233 0.445
O -1.808 4.052 -3.955 -0.241
O 0.465 4.684 -4.997 -0.227
C 0.069 5.282 -6.233 -0.086
O -0.367 2.244 -5.132 -0.230
C -0.838 0.987 -4.571 -0.082
H 2.538 3.102 -2.468 0.072
H 2.000 2.424 -4.007 0.079
H 1.736 1.559 -2.580 0.070
H -0.179 6.310 -5.968 0.094
H -0.766 4.719 -6.649 0.086
H 0.855 5.228 -6.987 0.088
H -1.585 0.433 -5.139 0.085
H -1.256 1.067 -3.568 0.087
H -0.017 0.274 -4.640 0.070
C -2.683 0.925 0.744 -0.087
O -1.593 0.572 -0.076 -0.218
P -0.277 -0.191 0.528 0.491
O -0.611 -1.372 1.343 -0.211
O 0.532 -0.476 -0.844 -0.249
C 1.795 -1.230 -0.852 -0.031
O 0.647 0.969 1.143 -0.232
C 1.082 2.058 0.439 -0.102
H -3.518 0.242 0.588 0.075
H -2.900 1.988 0.639 0.090
H -2.407 0.729 1.781 0.072
H 1.616 -1.905 -1.689 0.067
H 1.855 -1.755 0.101 0.067
H 2.675 -0.598 -0.972 0.086
H 2.155 1.902 0.325 0.082
H 0.958 2.951 1.051 0.086
H 0.624 2.099 -0.549 0.079
C -0.105 -4.398 -0.099 -0.098
O -1.368 -4.593 0.532 -0.245
P -2.177 -6.021 0.245 0.465
O -2.561 -6.289 -1.173 -0.234
O -1.142 -7.098 0.870 -0.224
C -0.914 -7.035 2.254 -0.122
O -3.410 -6.006 1.243 -0.224
C -4.350 -7.065 1.224 -0.100
H -0.186 -3.434 -0.603 0.064
H 0.121 -5.105 -0.897 0.090
H 0.631 -4.357 0.703 0.086
H -1.426 -6.253 2.815 0.087
H 0.162 -6.857 2.273 0.091
H -1.153 -7.978 2.745 0.091
H -5.255 -6.815 0.671 0.093
H -4.713 -7.427 2.186 0.090
H -3.926 -7.930 0.714 0.088
C 7.611 4.721 -0.722 -0.055
O 6.824 3.486 -0.638 -0.226
P 5.233 3.542 -0.545 0.444
O 4.522 4.594 -1.316 -0.240
O 4.752 2.050 -0.840 -0.211
C 5.292 1.007 -0.051 -0.112
O 5.069 3.662 1.107 -0.224
C 3.807 3.885 1.690 -0.121
H 8.366 4.727 0.064 0.089
H 6.927 5.568 -0.667 0.081
H 8.126 4.766 -1.681 0.087
H 4.535 0.676 0.659 0.062
H 6.147 1.195 0.598 0.096
H 5.637 0.150 -0.630 0.092
H 3.530 3.161 2.456 0.072
H 3.022 3.904 0.933 0.061
H 3.840 4.834 2.226 0.091
```

Properties
Total energy: -138325.9435 eV
ΔE to the lowest compared entry with this formula, charge and spin: 92.3 kcal per mole
Highest occupied orbital energy: -9.82 eV
Multiplicity: 1

Number 1: HOMO-LUMO gap 8.26 eV. Number 2: HOMO-LUMO gap 10.14 eV.